Run i
Formula: C36H61NO27
Source: the Open Molecules 2025 dataset
Level of theory: ωB97M-V/def2-TZVPD

SMILES: C[C@H]1COC(=O)O1.C[C@H]1COC(=O)O1.C[C@H]1COC(=O)O1.C[C@H]1COC(=O)O1.C[C@H]1COC(=O)O1.COC(=O)OC.COC(=O)OC.COC(=O)OC.COC(=O)OC.CCCC#N
Orbital gap (eV): 9.889
Highest occupied orbital energy (hartree): -0.370

```
! wB97M-V def2-TZVPD RIJCOSX def2/J DEFGRID3
* xyz 0 1
C 13.70200 11.67000 -19.31500
C 13.18800 10.68500 -18.28900
C 14.00500 10.64000 -17.01200
O 13.06700 11.20200 -16.03600
C 11.90800 11.40400 -16.57500
O 11.02300 11.88600 -15.92700
O 11.88100 10.99000 -17.87800
H 13.69600 12.68500 -18.77800
H 12.94500 11.77800 -20.10200
H 14.69100 11.34000 -19.64800
H 13.15800 9.61300 -18.65800
H 14.93200 11.18500 -16.97000
H 14.17100 9.57200 -16.68800
C 20.85200 8.54800 -16.87000
C 21.09400 7.58700 -15.74100
C 21.95700 6.38000 -15.97400
O 22.73200 6.24000 -14.78300
C 22.72800 7.39400 -14.16200
O 23.42900 7.57200 -13.15400
O 21.89000 8.24100 -14.72600
H 20.16500 8.07300 -17.58700
H 21.75500 8.79200 -17.37400
H 20.40000 9.44100 -16.53400
H 20.15000 7.30300 -15.25300
H 22.63700 6.56900 -16.80200
H 21.38900 5.47700 -16.08600
C 13.40600 7.40800 -22.74200
C 13.58500 8.60100 -21.74900
C 14.99000 9.12100 -21.73300
O 14.86000 10.45900 -22.21700
C 13.64400 10.78300 -22.42100
O 13.23600 11.86800 -22.75300
O 12.81900 9.75300 -22.19500
H 12.40700 6.93700 -22.66400
H 14.11500 6.61400 -22.60400
H 13.48800 7.74400 -23.77200
H 13.31500 8.35200 -20.75600
H 15.58500 8.49000 -22.41000
H 15.41300 9.11300 -20.75000
C 14.29500 2.79400 -18.49300
C 14.84000 4.18300 -18.94100
C 14.38200 4.66100 -20.32500
O 13.91100 6.00300 -20.09900
C 13.80700 6.22600 -18.74600
O 13.45800 7.30100 -18.25900
O 14.28800 5.13000 -18.11700
H 14.25100 2.78400 -17.41600
H 14.81100 1.91000 -18.86900
H 13.38400 2.58700 -18.98200
H 15.92700 4.23500 -18.76400
H 13.61300 4.09500 -20.78600
H 15.20900 4.70800 -21.03600
C 16.71200 0.31700 -21.73500
C 17.36100 1.43500 -20.87100
C 18.88600 1.57900 -20.92700
O 19.03500 2.86800 -21.60500
C 17.84300 3.46100 -21.71000
O 17.66600 4.57800 -22.21100
O 16.89400 2.74300 -21.18200
H 16.64700 0.54400 -22.74500
H 15.69000 0.02800 -21.42400
H 17.24500 -0.54300 -21.64200
H 17.01500 1.30400 -19.86100
H 19.32800 0.70900 -21.44900
H 19.24600 1.60000 -19.88800
C 17.38600 7.06500 -19.60900
O 18.15200 8.25400 -19.67900
C 17.65200 9.27500 -18.99700
O 16.36300 9.15200 -18.29800
O 18.30200 10.41100 -19.01300
C 17.84100 11.45000 -18.21200
H 17.99000 6.22400 -20.01400
H 16.52700 7.02300 -20.27700
H 17.05900 6.83600 -18.58600
H 18.73200 12.07400 -18.02300
H 17.51200 11.12100 -17.24100
H 16.98900 11.97100 -18.61400
C 17.28800 14.95600 -15.67200
O 16.69700 15.78500 -16.61400
C 15.83900 15.24700 -17.57900
O 15.58900 13.85200 -17.73200
O 15.24100 16.18200 -18.33100
C 14.39600 15.73600 -19.33300
H 17.82900 14.11500 -16.10400
H 16.58900 14.54400 -14.99500
H 17.95300 15.56800 -15.02700
H 14.30200 16.55500 -20.06400
H 13.40100 15.57700 -18.90500
H 14.63000 14.81500 -19.84000
C 16.93500 3.48200 -16.05000
O 17.88500 3.19300 -17.06600
C 18.72200 4.06500 -17.59600
O 18.81400 5.38900 -17.11200
O 19.59800 3.59000 -18.56400
C 20.55400 4.52900 -19.20900
H 17.17400 4.46800 -15.61600
H 17.26400 2.95900 -15.08400
H 15.88200 3.34900 -16.24500
H 21.18400 4.92900 -18.41100
H 20.09200 5.37200 -19.74800
H 21.25000 4.05500 -19.86800
C 15.39000 10.67500 -13.94000
O 16.36600 11.51200 -14.53700
C 17.58400 11.49900 -14.09000
O 17.95200 10.87900 -12.86200
O 18.39400 12.11600 -14.87200
C 19.74000 12.19000 -14.48300
H 14.42600 11.23000 -14.00300
H 15.57000 10.57500 -12.85800
H 15.39600 9.67500 -14.35400
H 20.22700 12.52300 -15.38400
H 20.28100 11.20100 -14.25000
H 19.87400 12.82500 -13.58500
C 17.63800 8.43700 -15.44300
C 16.79800 7.34300 -14.84500
C 15.81100 6.87900 -15.87600
C 14.71400 5.98500 -15.44800
N 13.91900 5.22200 -15.11200
H 17.03400 9.21800 -15.85100
H 18.22600 8.04200 -16.31000
H 18.34800 8.81100 -14.75200
H 16.29000 7.73000 -13.94100
H 17.44000 6.52600 -14.50600
H 16.34100 6.27600 -16.60000
H 15.29000 7.72300 -16.36700
*
```

=====

Run ii
Formula: C36H61NO27
Source: the Open Molecules 2025 dataset
Level of theory: ωB97M-V/def2-TZVPD

SMILES: C[C@H]1COC(=O)O1.C[C@H]1COC(=O)O1.C[C@H]1COC(=O)O1.C[C@H]1COC(=O)O1.C[C@H]1COC(=O)O1.COC(=O)OC.COC(=O)OC.COC(=O)OC.COC(=O)OC.CCCC#N
Orbital gap (eV): 10.530
Highest occupied orbital energy (hartree): -0.377

```
! wB97M-V def2-TZVPD RIJCOSX def2/J DEFGRID3
* xyz 0 1
C -1.64246 -4.52118 0.16383
C -1.82746 -5.73018 -0.77717
C -3.17946 -5.98018 -1.34417
O -3.01946 -5.76118 -2.76517
C -1.77546 -5.51518 -3.06617
O -1.35846 -5.41918 -4.17917
O -1.05546 -5.45218 -1.90717
H -0.58246 -4.44218 0.37783
H -2.16346 -4.64718 1.14083
H -1.89846 -3.57418 -0.30717
H -1.53246 -6.62018 -0.29517
H -3.97446 -5.40018 -0.85417
H -3.45846 -6.95218 -1.09517
C -5.39246 -1.44318 -0.32717
C -4.31946 -2.30818 -1.00417
C -4.51046 -2.82418 -2.40017
O -3.27146 -2.64018 -3.00417
C -2.50246 -1.95418 -2.21517
O -1.35646 -1.76618 -2.44717
O -3.10646 -1.64718 -1.06317
H -5.07346 -1.09718 0.62483
H -6.32746 -2.06018 -0.18417
H -5.71446 -0.61618 -0.95617
H -4.15646 -3.16418 -0.34217
H -5.31746 -2.35618 -2.93217
H -4.85046 -3.92218 -2.41917
C 4.16654 4.37282 -4.11917
C 3.35154 3.10282 -4.22917
C 2.80354 2.38582 -2.92817
O 1.41154 2.49982 -3.09117
C 1.09054 3.13982 -4.20317
O -0.02246 3.36882 -4.65317
O 2.18854 3.45682 -4.86517
H 5.19854 4.17882 -3.88017
H 3.80354 5.03282 -3.29517
H 4.20954 4.99982 -5.08417
H 3.89354 2.32282 -4.73417
H 3.02454 2.98282 -2.01917
H 3.15854 1.37582 -2.82517
C 3.82854 0.45482 3.25483
C 4.31654 0.17782 1.80983
C 4.37854 1.40582 0.92083
O 5.69654 1.38382 0.41683
C 6.38154 0.49182 0.98683
O 7.58054 0.35182 0.75583
O 5.61654 -0.25018 1.75983
H 3.84654 -0.36018 3.99983
H 2.83354 0.89182 3.39883
H 4.54054 1.23382 3.58083
H 3.69954 -0.63318 1.40783
H 4.15254 2.31782 1.51883
H 3.72854 1.31082 0.13983
C -3.06746 1.55582 -4.04017
C -3.56346 2.36582 -2.83617
C -4.16946 1.47882 -1.78517
O -3.57646 1.93482 -0.62817
C -2.66746 2.81482 -0.91117
O -1.94946 3.36282 -0.04917
O -2.52746 2.99482 -2.18417
H -2.25546 1.95382 -4.59717
H -4.01946 1.38982 -4.60717
H -2.67246 0.61482 -3.73817
H -4.19046 3.16382 -3.20817
H -3.98646 0.39682 -1.86317
H -5.29146 1.59682 -1.80817
C 0.73754 4.62082 -1.05117
O 1.64654 4.28582 -0.03817
C 1.26454 4.42282 1.30583
O 0.20654 5.24182 1.69883
O 1.89054 3.53982 2.10883
C 1.48254 3.29182 3.43383
H 0.10354 5.36082 -0.69317
H 0.14554 3.67882 -1.43717
H 1.27454 4.87782 -1.88517
H 2.28354 3.22082 4.16483
H 1.04154 2.31882 3.37183
H 0.73454 3.96182 3.86683
C -2.17746 3.30382 3.22183
O -1.77346 2.22882 4.03983
C -2.68146 1.29782 4.32983
O -3.81946 0.95982 3.58283
O -2.29346 0.54282 5.34683
C -2.99646 -0.62718 5.76383
H -1.62246 3.15082 2.30383
H -1.72846 4.15782 3.72983
H -3.22246 3.32982 2.93983
H -2.71746 -1.50818 5.18883
H -4.08246 -0.54518 5.89983
H -2.64146 -0.91218 6.77683
C 5.57154 -2.51418 -0.49117
O 4.58254 -1.57618 -0.64217
C 3.47654 -1.81918 -1.34617
O 3.30454 -3.12618 -1.94417
O 2.57954 -0.79918 -1.40617
C 1.49254 -0.94218 -2.27217
H 5.92754 -2.65018 -1.54617
H 5.17754 -3.46618 -0.04117
H 6.44754 -2.24418 0.13583
H 0.67854 -0.23718 -2.09117
H 1.11254 -1.95918 -2.15817
H 1.92054 -0.80418 -3.24717
C 0.37454 -0.55918 4.26983
O 0.90954 -0.85418 2.96083
C 1.17754 -2.07718 2.59383
O 0.90054 -3.20518 3.36583
O 1.69954 -2.15518 1.36883
C 1.84554 -3.39118 0.77683
H 0.99754 -0.99218 5.00783
H -0.61746 -0.93118 4.40583
H 0.33154 0.51682 4.38083
H 1.31854 -4.20218 1.28283
H 2.95154 -3.63718 0.74883
H 1.43854 -3.27118 -0.20017
C 0.48054 1.16382 0.22683
C -0.53546 0.03282 0.20483
C -1.45446 0.14782 1.45783
C -1.99646 -1.15018 1.94083
N -2.40346 -2.13518 2.38083
H 0.04354 2.03482 0.77283
H 0.82054 1.52782 -0.71217
H 1.41454 0.88482 0.79583
H -0.04446 -0.96418 0.06283
H -1.12046 0.01382 -0.70817
H -2.35846 0.66582 1.17783
H -1.07346 0.66982 2.32883
*
```

=====

Structures ranked by computed energy, the most stable listed first: run i, run ii.

=====

Run i
Formula: C6H12N3S
Source: the Open Molecules 2025 dataset
Level of theory: ωB97M-V/def2-TZVPD

Orbital gap (spin up / spin down) (eV): 7.534 / 7.530
Highest occupied orbital energy (spin up / spin down) (hartree): -0.464 / -0.464

```
! wB97M-V def2-TZVPD RIJCOSX def2/J DEFGRID3
* xyz 1 1
C -0.72645 -0.85415 -2.45167
C -0.54216 0.40574 0.12134
C -0.32797 -1.32962 -3.57729
C -0.44142 2.09741 1.75648
C -2.28718 0.49626 1.72800
C 2.51703 -0.92122 -0.73053
N 0.67770 0.19200 0.00810
N -1.16582 1.07261 1.03585
N 1.29752 -0.13670 -1.08950
S -1.62516 -0.33328 -1.25882
H -1.06119 -1.08103 -4.49865
H 0.61968 -1.60564 -4.03884
H 0.64221 1.92258 1.62080
H -0.75015 3.03079 1.34924
H -0.74412 1.88331 2.79499
H -2.12447 0.23607 2.75590
H -3.11487 1.14935 1.59845
H -2.62088 -0.60262 1.24201
H 2.35531 -1.98842 -0.64893
H 3.32981 -0.82832 -1.49827
H 2.81408 -0.71196 0.29905
H 1.37594 0.65402 -1.78917
*
```

=====

Run ii
Formula: C6H12N3S
Source: the Open Molecules 2025 dataset
Level of theory: ωB97M-V/def2-TZVPD

Orbital gap (eV): 8.235
Highest occupied orbital energy (hartree): -0.425

```
! wB97M-V def2-TZVPD RIJCOSX def2/J DEFGRID3
* xyz 1 1
C 3.83442 1.00784 -0.41537
C -1.13867 -0.00135 -0.13083
C 4.99183 0.58818 -0.71897
C -2.25589 1.67657 1.00587
C -3.19710 0.53822 -1.06120
C 0.46188 -2.52533 0.87668
N -0.04624 -0.48485 -0.25933
N -2.12226 0.80070 -0.13974
N 0.80539 -1.31241 0.08497
S 2.39442 1.57449 -0.13532
H 5.09254 -0.23898 -1.39868
H 5.94925 1.13898 -0.40978
H -3.27765 1.70234 1.47854
H -1.47736 1.40437 1.71102
H -2.15643 2.64601 0.63983
H -4.04776 0.14762 -0.42104
H -3.76204 1.26647 -1.65655
H -2.89798 -0.20595 -1.77319
H 0.00051 -3.39230 0.36140
H 1.41237 -2.86774 1.18648
H -0.28756 -2.23385 1.60735
H 1.72430 -1.22901 -0.43216
*
```

=====

Structures ranked by computed energy, the most stable listed first: run ii, run i.